331
Properties=species:S:1:pos:R:3:forces:R:3:mulliken_charge:R:1 method="wB97M-V/def2-TZVPD" charge=0 homo_lumo_gap_ev=8.34 e_tot_ev=-229457.0231 max_force_ha_per_bohr=0.05762 molar_mass_g_mol=1959.44
P 6.5317 -3.8769 1.5213 0.1 -2.8 0.1 0.21
P 1.2034 0.3226 -0.6760 -1.3 -0.7 -0.2 -1.42
P -6.2365 -3.5985 0.2301 -0.7 0.4 1.1 0.14
P 3.7755 -3.1063 -5.3599 0.4 -0.5 -0.4 0.04
P 1.0817 4.8532 6.8789 -1.4 -0.4 0.3 0.08
P -2.6526 -0.6802 7.1230 -2.4 -1.3 0.7 -0.06
P 6.1981 4.1997 0.2631 -0.2 0.1 1.5 0.14
P -0.2221 -5.1209 0.7688 0.1 -0.4 -0.8 -0.75
P -1.8529 3.2906 -4.6366 0.4 0.1 0.3 -0.79
O 4.3780 -3.9720 -6.4151 0.0 0.5 0.7 -0.87
O -6.3405 1.1520 -1.3430 -0.6 -0.7 1.3 -0.40
O -7.2312 -3.8996 1.2695 -0.6 -0.7 -0.1 -0.93
O 1.9346 0.9373 5.1291 -0.6 0.0 -0.2 -0.13
O 6.6805 -4.0202 2.9703 -0.7 0.0 0.9 -0.96
O 2.2061 -0.5200 -1.3409 0.6 -0.7 -0.8 -0.18
O 0.6583 3.7853 7.8192 0.7 0.5 0.2 -0.93
O -2.0310 2.8245 -3.2516 -0.6 0.1 0.5 0.42
O -0.4891 -3.9197 1.5744 0.0 0.3 0.0 -0.54
O -1.7196 -1.7354 7.5057 1.1 -0.5 0.6 -1.00
O 7.3893 4.2929 1.1030 1.1 0.4 0.2 -0.92
N -5.4965 -4.9137 -0.4078 2.4 0.1 -0.2 0.75
N 0.7260 6.4055 7.4428 -0.5 0.1 0.2 0.15
N -2.1773 0.8354 7.1612 1.3 2.2 0.4 1.20
N 0.2310 4.7939 5.4347 0.4 0.3 0.6 1.26
N 5.7724 2.7280 -0.2409 -0.4 -1.9 -1.0 0.78
N 5.4195 -2.7837 1.0839 -0.3 1.5 -0.2 0.97
N 6.3137 5.0515 -1.1071 0.4 1.1 -1.7 0.59
N -1.4891 2.0741 -5.7298 -0.2 1.1 -0.6 0.34
N 4.7866 -2.1577 -4.4656 -0.4 1.4 -0.3 0.78
N 7.9387 -3.5491 0.8032 0.9 0.5 -1.9 0.62
N 4.8615 4.6705 1.1724 1.3 0.7 -0.3 0.71
N -6.9532 -2.7940 -1.0236 -0.4 0.7 0.4 0.35
N -3.7001 4.8022 1.3383 0.0 0.5 -0.1 0.53
N 1.5448 1.8971 -1.0195 0.1 0.7 0.5 1.61
N -0.9373 -6.5500 1.3774 0.7 0.3 0.7 0.12
N -4.0058 -0.7363 8.1569 0.4 0.1 -0.5 0.23
N 2.6817 -2.0012 -6.0239 0.0 0.5 1.0 0.99
N 1.1140 0.1221 0.9453 -0.4 1.5 -0.7 1.04
N 1.4185 -5.3744 0.5493 -0.4 1.0 1.8 1.76
N -0.5715 4.3548 -4.6589 0.7 -0.5 -1.6 0.90
N -0.8183 -4.9728 -0.7905 -0.5 -0.1 -0.2 1.96
N -3.1927 4.1397 -5.1952 -0.8 -0.7 0.2 0.74
N -2.9115 -3.8911 -7.3949 -0.9 0.1 0.9 0.22
N -3.1665 -0.8920 5.5875 -2.8 0.1 -1.0 0.81
N 6.1406 -5.3475 0.7821 -0.5 1.8 -0.2 0.61
N 2.7016 4.8439 6.5353 1.1 -1.3 0.0 0.99
N 3.0911 -4.0682 -4.1996 -0.8 0.0 0.1 0.66
N -0.3710 -0.0805 -1.2153 1.0 0.3 1.0 1.32
N -5.0061 -2.6542 0.8289 1.2 0.0 -0.8 0.95
C 1.8397 0.9314 1.8888 0.5 -0.5 -0.7 0.70
C -0.7433 -6.0248 -1.7752 0.0 -0.6 0.4 -1.23
C 0.0334 4.8727 -5.8841 0.2 -0.5 -0.5 -1.25
C 5.3673 1.7073 0.7274 -0.2 0.1 -0.1 -0.57
C -6.8233 1.6846 -3.5460 0.4 0.8 0.1 -0.75
C -0.3530 -7.0774 2.6345 -0.2 -0.2 0.3 -1.06
C -4.5284 2.4348 1.2551 0.2 -0.7 -1.3 -0.24
C -7.1176 2.0278 -2.0531 -0.2 1.5 -2.1 -0.63
C 1.5076 -2.5819 -6.6177 -0.3 -0.5 -0.4 -1.32
C -1.2909 -3.4135 -9.3094 -0.9 -1.8 0.4 -1.14
C -2.5655 1.1854 -6.1765 0.8 -0.3 0.0 -1.00
C 3.5202 4.5070 0.7847 -0.9 -0.8 -0.5 -1.04
C -5.2542 -1.2922 1.2207 -0.8 0.5 0.6 -0.87
C -4.2046 6.1252 1.7941 -0.8 -0.7 -0.3 -0.53
C 2.4403 -3.5251 -2.9961 0.5 0.0 -0.6 0.68
C 4.4662 -0.8329 -3.9286 -0.5 -0.3 -0.5 -1.30
C 3.4112 5.3236 5.3739 0.9 1.4 -0.1 -1.50
C 0.4786 3.7618 4.4509 1.2 -0.2 -0.3 -1.58
C 0.8813 6.8074 8.8613 -0.5 -0.8 0.3 -1.00
C -3.4605 -3.0669 -5.0984 0.1 1.0 -1.1 -1.13
C -1.1668 -3.6774 -1.3673 0.3 0.9 1.3 -0.88
C -4.3760 -4.7020 -1.3215 -0.6 -0.5 -0.5 -0.59
C -6.0848 -6.1833 -0.6119 -1.5 -0.5 -0.5 -1.12
C 0.7065 2.9214 -0.4273 0.2 1.1 -0.5 -0.62
C 1.1380 0.4218 6.2196 1.2 0.4 -0.1 0.76
C 3.1252 0.1916 5.0338 0.6 0.1 0.7 0.27
C -4.6094 6.2004 3.2820 0.1 0.0 0.1 -0.93
C -2.2637 -1.0656 4.5128 1.5 -0.4 0.1 -0.38
C 3.6645 4.3851 7.5728 -0.3 0.9 0.4 -1.17
C 8.5607 -2.3020 1.0502 0.6 1.4 1.3 -1.00
C -2.4621 -3.0742 -6.2795 -0.1 -1.1 0.8 0.07
C 2.2565 2.2295 -2.2686 -0.3 -0.7 0.8 1.41
C 7.5045 5.6139 -1.7370 0.8 1.0 0.6 -1.13
C 5.8978 -5.3954 -0.6466 1.3 0.4 0.1 -1.12
C 8.8936 -4.4377 0.1978 0.1 -0.4 -0.1 -1.01
C -5.1074 1.0933 -1.9702 1.8 0.3 0.2 1.55
C -6.2387 -2.1009 -2.0519 1.2 -0.3 -1.4 -0.33
C -1.9185 -4.4337 -8.2813 1.4 1.1 0.6 -0.78
C 2.0319 -6.5876 0.1159 -0.5 -0.7 -0.6 -1.27
C 6.1512 -2.5514 -4.2441 0.0 0.5 -0.5 -0.75
C 3.2623 -0.9835 -6.9007 -0.3 -0.2 0.0 -1.30
C 5.3394 -2.0834 -0.1822 -0.7 -0.9 -1.3 -0.89
C 3.5122 -0.1183 6.4837 -0.5 0.0 0.1 -0.87
C -8.3691 -2.4442 -1.0071 0.1 0.9 0.2 -1.00
C -4.5214 -1.3165 5.1986 0.7 0.3 0.1 -0.28
C -1.6246 0.4146 -0.6639 0.2 0.4 0.5 -0.20
C 2.6208 -5.4121 -4.5258 -0.5 0.6 -0.8 -1.06
C -4.0963 4.8571 -4.2713 0.0 -0.8 0.0 -0.78
C 2.0742 -0.4056 7.0576 1.3 -0.2 0.9 -0.65
C -4.4942 -2.0482 8.5799 0.8 1.0 0.3 -1.09
C -0.4183 5.3512 -3.6529 -1.5 1.4 0.3 -1.28
C -0.4961 -0.3818 -2.6150 1.2 -0.9 -0.2 -0.46
C -1.0274 5.5086 5.2199 0.9 0.9 -1.2 -1.27
C -3.2736 4.5972 -6.5454 0.0 1.6 -1.1 -1.09
C -4.8727 -4.4370 -8.7846 0.5 -0.4 0.2 -1.58
C 6.6164 2.0625 -1.2719 0.5 0.6 1.4 -0.80
C -2.3730 -6.4610 1.6081 -1.0 0.3 -0.6 -0.94
C -2.3592 1.9316 6.2111 -1.5 -0.3 0.3 -0.25
C -2.9497 4.9326 0.0638 0.4 -2.1 1.8 0.47
C -0.1839 1.4579 -5.9840 -0.5 -0.8 0.7 -1.12
C -4.8617 3.9032 1.1193 0.5 0.7 2.1 -1.28
C -4.1061 -3.3751 -8.0261 0.0 -1.0 -0.3 -0.22
C 5.9470 -6.5357 1.5267 -0.1 -1.0 0.7 -0.94
C 2.3699 -4.5822 1.3616 0.4 -0.9 -0.2 0.11
C 5.2065 5.1999 -1.9949 -1.3 -1.9 -1.4 -0.69
C 0.5563 -1.0705 1.4770 1.2 -0.9 0.6 -0.97
C 5.0413 5.9786 1.7610 -0.4 0.0 0.3 -1.13
C 1.2445 7.4142 6.5365 0.8 0.8 0.0 -1.09
C -4.9221 0.3578 8.4455 0.8 0.7 -0.5 -0.77
C -1.5897 5.5295 0.2385 0.6 0.5 0.1 -0.89
C -1.5527 1.3159 8.3986 1.7 -1.2 0.1 -1.06
C -3.8451 -3.2003 1.5347 0.1 0.4 -0.7 -0.06
C 4.5833 -2.2277 2.1416 0.0 0.4 0.6 -1.48
C -5.3721 1.2157 -3.4838 0.7 -0.2 -0.4 1.72
H -5.2698 -2.3704 7.8886 0.0 -0.7 0.0 0.27
H 4.8800 -5.3478 -1.0291 -0.4 -0.3 0.3 -0.15
H -2.6605 -0.7341 3.5599 -0.2 0.4 -0.2 -0.01
H 1.3786 -3.3699 -3.1424 -0.4 0.2 -0.2 -0.12
H 6.5729 -7.3391 1.0981 0.0 0.1 0.4 0.32
H -1.5510 -3.5414 -5.8848 0.1 0.2 -0.3 -0.29
H 0.8934 -1.7851 -7.0364 -0.2 0.0 0.1 0.46
H -5.3111 -0.9177 5.8232 0.0 0.3 0.1 0.25
H -4.6468 -1.0443 4.1498 -0.3 0.4 0.1 -0.37
H 2.2867 7.6160 6.8627 -0.4 0.4 -0.4 0.32
H 4.7488 -0.8020 -2.8842 0.2 0.1 0.4 0.15
H -0.2804 -0.8348 2.1100 -0.7 -0.3 0.2 0.18
H 8.4631 -5.3642 -0.1736 -0.1 0.0 0.2 0.29
H 0.4865 -0.7293 -2.9983 -0.6 -0.1 0.2 -0.28
H 2.6733 -5.1341 2.2716 -0.3 0.2 -0.1 0.32
H -5.2772 1.7742 0.7613 0.5 0.6 0.1 -0.11
H 1.7522 -3.2655 -7.4447 0.0 0.0 0.0 0.28
H 0.5390 4.2016 3.4643 -0.4 0.4 -0.6 0.65
H -5.3095 4.1680 0.1923 -0.6 0.0 -1.2 0.33
H 1.2885 3.8028 -0.1086 0.1 -0.5 0.2 0.23
H 3.1263 5.3714 0.2395 -0.2 0.1 0.0 0.36
H 5.1564 -1.5654 2.7992 0.1 -0.1 0.1 0.59
H -4.4741 2.0690 2.2594 0.1 0.2 0.9 0.67
H -5.7525 -3.9624 -9.1681 -0.7 -0.1 -0.4 0.47
H 2.5987 1.2682 -2.6773 0.1 0.5 -0.1 -0.70
H -5.1131 -5.3288 -8.1867 -0.1 0.5 0.1 0.31
H 1.3183 -7.4220 0.0183 0.1 0.4 -0.4 0.43
H -3.7930 -4.0808 -4.9425 -0.1 -0.2 0.6 0.58
H -5.3218 -6.9883 -0.6639 -0.5 0.4 0.3 0.24
H -6.6657 -1.1183 -2.2966 -0.1 -0.3 0.2 0.25
H 4.9193 -6.9329 1.5029 0.0 0.3 -0.1 0.10
H -3.4781 -4.0734 1.0136 0.1 -0.1 0.0 -0.39
H -2.6877 -7.3755 2.1075 0.0 0.2 0.5 0.62
H -0.0162 3.3727 -1.1074 -0.3 -0.4 -0.5 -0.73
H -0.8903 0.5060 8.8208 -0.9 0.6 -0.2 0.31
H 3.3018 -4.5294 0.7798 -0.2 0.4 0.0 -0.10
H -5.5678 4.2049 1.9087 -0.1 -0.4 -0.4 0.63
H 0.9206 -3.1261 -5.8856 -0.1 -0.1 0.2 0.19
H -4.6493 1.9354 -3.8932 -0.3 0.0 0.1 -1.32
H -4.3369 -0.6938 1.2585 0.1 -0.3 -0.1 0.17
H 2.7442 -6.9364 0.8452 0.5 -0.1 0.4 0.30
H 3.7891 -1.6046 1.7297 -0.1 -0.3 -0.3 0.06
H 4.2094 5.2669 7.9705 -0.3 -0.3 0.0 0.32
H 1.8933 -0.1965 8.1373 0.5 -0.2 -0.7 0.38
H 4.8401 2.1079 1.6018 0.4 0.1 -0.2 0.44
H 4.0720 0.7066 6.9198 -0.4 0.3 0.2 0.20
H 6.4447 -4.5900 -1.1489 -0.2 0.2 0.2 0.36
H -4.5841 0.2297 -1.5272 -0.1 0.1 -0.7 -1.02
H -2.7299 5.5742 -6.6972 -0.5 -0.7 0.1 0.24
H 2.8116 5.5193 4.4819 -0.2 -0.4 0.2 0.25
H -4.0389 -3.4662 2.5603 -0.3 -0.2 0.6 0.57
H -4.6711 -4.7857 -2.3911 0.0 0.0 0.5 0.39
H -8.4583 -1.3845 -0.6935 -0.2 -0.3 -0.2 0.24
H -1.1191 -4.8636 -7.6398 -0.2 0.6 -0.2 0.44
H -3.5576 -5.4163 -1.1509 -0.2 0.1 0.1 0.45
H 6.8372 2.7019 -2.1193 -0.5 -0.1 -0.3 0.35
H -4.6182 -2.3839 5.2038 0.0 -0.9 0.2 0.39
H -4.3176 4.7452 -6.9037 0.5 0.0 0.6 0.33
H 1.7892 7.3708 9.0404 0.6 -0.1 -0.2 0.30
H 1.8852 1.9422 1.4762 0.4 0.0 0.7 -0.67
H 1.3156 -1.5926 2.1098 -0.4 0.3 -0.3 0.36
H 5.0173 -0.0562 -4.4902 -0.2 -0.1 0.3 0.51
H 1.3617 0.8207 2.8411 -0.5 0.6 0.6 0.34
H -5.8232 0.3580 7.7892 0.4 0.1 0.3 0.25
H -3.7408 5.8757 -4.0382 -0.2 -0.4 0.0 0.28
H 7.3694 6.7232 -1.6911 0.5 -0.6 -0.1 0.35
H -6.8478 2.5449 -4.2401 -0.6 -0.4 0.4 0.43
H -2.9293 -6.5386 0.6768 0.1 0.4 -0.4 0.05
H -3.7496 6.1300 3.9610 0.0 0.0 -0.3 0.01
H -8.1580 1.9439 -1.8185 -0.6 -0.3 0.4 0.53
H 3.8447 0.8397 4.5153 -0.1 -0.4 -0.1 0.37
H -8.9171 -3.0447 -0.2988 0.0 -0.3 0.1 0.33
H -0.3969 -6.4170 3.5244 -0.2 0.0 -0.6 0.30
H -1.9147 1.3974 -1.0798 0.2 -0.2 0.1 -0.17
H 0.6837 1.9008 -5.5176 -0.1 0.6 0.2 0.36
H 3.3756 -0.6494 -3.9332 0.6 0.0 -0.2 0.17
H -5.1553 -1.9231 -1.8708 -0.7 -0.2 0.4 -0.39
H 3.1011 2.9026 -2.0901 0.0 -0.1 0.1 -0.75
H 6.4428 -6.2638 -0.9802 -0.3 -0.8 -0.6 0.60
H 5.4650 4.6355 -2.9291 -0.2 0.6 0.2 0.37
H 4.9329 6.2150 -2.2861 0.2 0.2 0.3 0.35
H 0.3688 -1.7379 0.6617 -0.8 -0.5 -0.1 -0.01
H -1.4526 2.5379 6.1552 -0.1 -0.1 -0.1 -0.42
H 3.9075 -1.4859 -7.6113 0.7 0.3 -0.2 0.42
H -2.9805 -2.5578 -4.2564 -0.1 -0.5 0.2 0.15
H -2.8613 3.9084 -7.2577 0.5 -0.6 -0.2 0.31
H 1.2863 7.1193 5.4837 -0.1 -0.4 0.3 0.25
H -7.4427 0.8619 -3.8955 -0.3 0.2 0.0 0.25
H -2.1944 1.7170 9.1757 -0.6 -0.2 0.0 0.28
H 3.1707 3.8718 8.4049 -0.1 0.2 -0.3 0.32
H 6.3607 -2.5251 -3.1854 0.2 -0.4 0.5 0.03
H 5.9663 -2.5141 -0.9670 0.3 -0.2 0.5 -0.06
H 4.6568 1.0597 0.2097 0.1 -0.3 0.1 -0.38
H 3.7306 -0.1741 -6.3221 0.1 -0.4 -0.4 0.14
H 2.8232 0.4675 2.0386 0.3 0.5 0.0 -0.61
H 0.2300 -6.1097 -2.2676 0.2 0.0 0.0 -0.24
H -2.5416 1.0627 -7.2724 0.1 0.0 0.3 0.44
H 6.0217 6.0346 2.1956 0.5 0.4 0.0 0.40
H -5.2793 0.3465 -4.1389 0.3 -0.4 0.6 0.04
H 0.0173 1.3052 -7.0392 -0.1 0.3 -0.4 0.46
H -1.3000 6.1917 6.0171 0.2 -0.2 0.2 0.51
H -1.2264 -1.1890 -2.7097 -0.1 0.1 -0.4 -0.43
H -2.4261 0.1937 -5.6982 -0.2 0.4 -0.2 -0.05
H 1.0482 5.0197 -5.5675 0.8 0.4 -0.4 0.40
H -2.2674 -5.3266 -8.7621 -0.6 -0.2 -0.7 0.49
H 2.5116 -4.2589 -2.2188 0.2 -0.6 0.7 -0.39
H -5.1313 4.9007 -4.6655 0.6 0.1 -0.2 0.33
H 0.3300 -0.1789 5.8570 -0.7 -0.1 -0.2 -0.37
H 1.4701 3.2791 4.5289 -0.5 0.1 0.6 0.03
H -3.0573 -2.4298 1.5557 -0.1 -0.3 -0.1 -0.26
H 6.2518 -3.5241 -4.6863 0.5 -0.6 0.1 0.32
H 0.6569 -7.3965 2.5210 1.0 0.1 -0.4 0.31
H -4.2722 -4.7827 -9.5998 0.2 -0.3 -0.8 0.35
H 0.0969 7.4486 9.2663 -0.4 0.2 -0.7 0.35
H -5.9173 -0.7705 0.5360 -0.2 -0.1 -0.2 0.10
H 0.0508 4.1567 -6.7132 -0.2 0.0 0.3 0.35
H 2.8573 4.2745 1.6325 0.2 0.2 0.0 0.17
H 6.2685 1.1514 1.0212 -0.3 -0.1 0.3 0.39
H -6.6505 -6.1672 -1.5622 0.3 -0.3 -0.1 0.38
H -2.0023 -3.2986 -0.7655 0.0 0.3 -0.6 -0.47
H -3.5901 -2.6723 8.6792 -0.8 -0.3 -0.3 0.27
H -1.1173 -2.4354 -8.8941 0.0 0.3 0.2 0.21
H -5.1152 6.3516 1.1844 0.4 0.1 0.2 0.27
H -1.6244 6.5742 0.5334 0.0 0.2 -0.1 0.61
H -1.6117 0.4864 0.4473 0.1 -0.2 -0.7 0.27
H 3.9508 6.2765 5.5807 -0.6 0.0 0.1 0.47
H -4.3217 -2.4306 -5.3533 0.1 -0.3 0.1 0.16
H 3.0044 -0.7857 4.5438 -0.2 0.3 -0.5 -0.22
H 4.3308 -2.2313 -0.6003 0.0 0.4 0.2 0.20
H 4.2940 4.6478 -1.6855 0.6 0.6 0.3 -0.27
H 5.5559 -1.0216 -0.1919 0.1 0.3 0.6 0.38
H -5.7215 -1.2549 2.2277 0.2 0.1 -0.4 0.20
H -6.8331 3.0903 -1.8890 0.1 -0.3 0.2 0.10
H -2.2558 -2.0389 -6.5016 0.4 0.7 -0.5 0.33
H 1.9365 -1.4609 6.8817 -0.4 -0.4 0.1 0.35
H 0.8363 5.9630 9.5647 0.3 -0.1 -0.6 0.29
H 4.1448 -3.0059 2.7731 0.1 0.1 -0.2 0.42
H 9.3419 -2.3440 1.8468 -0.6 -0.2 -0.1 0.33
H -1.3611 -3.7194 -2.4390 -0.4 -0.4 0.2 0.86
H -0.8760 -8.0055 2.8981 -0.1 0.3 -0.1 0.42
H -0.2763 2.9796 4.4230 -0.1 -0.1 0.2 0.12
H -5.2767 0.2609 9.4887 0.2 0.2 -0.4 0.32
H -4.9339 -1.8966 9.5704 -0.1 -0.3 0.0 0.41
H -2.3983 -0.2898 -0.9733 -0.2 -0.1 0.2 0.01
H -0.6725 4.9958 -2.6792 -0.2 -0.4 0.6 0.03
H 4.4589 3.7466 7.1944 -0.3 -0.3 -0.5 0.29
H 0.8293 1.2594 6.8236 -0.6 0.5 -0.2 -0.49
H 2.8826 -2.6081 -2.6140 0.1 0.1 -0.2 -0.39
H -5.0744 7.1838 3.4552 0.1 -0.3 0.0 0.41
H 2.0077 -3.6008 1.6304 -0.2 0.0 -0.2 -0.70
H 2.5543 -6.3648 -0.8175 0.1 -0.6 -0.2 -0.16
H 7.5983 1.7908 -0.8510 -0.1 0.1 0.1 0.32
H -4.0349 -3.7130 -1.1586 0.7 0.9 -0.1 -0.59
H 1.5470 2.7102 -2.9287 -0.2 0.2 -0.5 -0.36
H 9.6666 -4.6651 0.9443 0.1 -0.1 -0.3 0.32
H 7.6522 5.3733 -2.8313 -0.5 -0.3 1.1 0.29
H 6.1440 1.1171 -1.4642 -0.4 -0.2 -0.8 0.00
H 6.1836 -6.3436 2.5895 0.1 -0.2 -0.6 0.31
H 2.9987 -6.1105 -3.7845 0.2 -0.3 -0.2 0.27
H 4.1668 -0.9903 6.5592 -0.2 0.0 0.0 0.41
H -3.1906 2.5044 6.6341 0.2 0.8 -0.1 0.32
H 8.4096 5.3326 -1.1576 -0.6 0.2 -0.4 0.33
H -4.3456 1.3245 8.3186 -1.0 -0.9 0.2 0.13
H -6.2539 -2.7430 -2.9494 0.0 0.5 -0.2 0.37
H -1.8553 4.8596 4.9751 -0.2 -0.6 0.2 0.22
H -1.0025 -6.9686 -1.2887 0.2 -0.1 -0.2 0.46
H -1.3892 -0.4939 4.7826 0.6 0.2 -0.5 -0.71
H 9.3351 -3.9164 -0.6680 0.1 -0.2 0.3 0.30
H 3.5078 3.6509 0.1380 -0.5 -0.5 -0.5 0.16
H -4.4926 1.9840 -1.6774 -0.3 -0.4 -0.1 -0.46
H -0.3589 -3.8820 -9.5715 0.6 0.2 -0.5 0.43
H 0.1384 2.5341 0.4058 0.0 -0.1 0.3 0.50
H -4.8269 -3.0177 -7.3215 0.1 0.5 0.9 0.35
H 2.8733 -5.6524 -5.5736 0.3 -0.1 0.7 0.37
H -8.8248 -2.5291 -2.0072 0.3 -0.2 0.2 0.37
H 1.5251 -5.4377 -4.4875 -0.1 -0.1 0.2 0.25
H -3.5403 5.4106 -0.6752 -0.7 0.8 -1.0 0.33
H 9.1289 -1.9050 0.2095 -0.4 0.0 -0.5 0.36
H -5.3329 5.4252 3.6193 0.4 0.4 -0.5 0.28
H -0.3787 -2.9221 -1.2916 0.3 -0.1 0.2 -0.22
H -1.0151 5.4588 -0.6835 -0.1 0.1 -0.1 0.04
H -0.2680 0.4508 -5.5558 0.3 -0.1 0.0 0.06
H -1.9313 -2.0977 4.3639 -0.1 -0.2 0.1 0.54
H -0.7516 0.4856 -3.1899 -0.6 0.6 -0.5 0.28
H -3.8763 -2.5739 -8.7174 0.1 0.6 -0.3 0.30
H 4.3074 6.0107 2.5577 -0.1 0.5 0.4 0.22
H 6.8726 -1.8588 -4.7169 -0.3 -0.2 0.0 0.28
H -3.4776 6.8982 1.5413 0.1 -0.1 0.2 0.41
H 4.2897 4.7145 5.1490 -0.5 -0.7 -0.3 0.50
H -0.8804 6.1215 4.2999 -0.2 -0.1 0.4 0.36
H -1.9232 -3.3574 -10.1994 0.1 0.2 0.1 0.34
H -1.1104 6.2137 -3.8770 0.6 -0.4 0.3 0.29
H -3.5192 1.5800 -5.9037 -0.7 0.3 0.2 0.47
H -0.3397 5.8354 -6.2944 -0.2 -0.4 0.6 0.26
H 0.6600 8.3471 6.4984 0.1 -0.2 0.6 0.33
H 7.7944 -1.5885 1.3650 0.3 0.2 0.0 0.15
H -4.1884 4.2266 -3.3900 0.3 0.4 0.4 0.04
H -0.9986 5.0253 1.0028 -0.2 -0.2 0.1 -0.08
H -0.8602 2.0988 8.1327 0.2 0.4 0.0 0.19
H 2.4623 -0.5679 -7.5233 0.0 0.2 0.3 0.47
H -2.7293 -5.5354 2.1340 0.5 -1.0 -0.1 0.19
H -6.8717 -6.3399 0.1208 0.3 -0.4 0.4 0.34
H -2.7755 1.6445 5.2355 0.7 -0.4 0.2 0.31
H 0.5789 5.7713 -3.6112 0.4 -0.2 -0.2 0.41
H -3.5307 2.2612 0.8093 -0.5 -0.2 0.0 -0.24
H -2.7813 3.8867 -0.2472 -0.2 0.4 -0.3 -0.59
H -1.4741 -5.8248 -2.5523 -0.2 -0.1 -0.1 0.47
H 4.8130 6.7984 1.0431 0.3 -0.3 0.3 0.32